# C3H4N2O

One molecule with the formula C3H4N2O (the ωB97M-V functional and the def2-TZVPD basis, the OMol25 dataset).

The value obtained for the total energy is -301.3201 a.u. For the lowest unoccupied orbital energy, the calculation gives 0.0224 hartree. The HOMO energy is -8.349 eV. The SMILES is [H]/N=C/N1C=C1O. The value obtained for the largest force on an atom is 0.0079 Eh/bohr.

```
10
C3H4N2O | the OMol25 dataset | the ωB97M-V functional and the def2-TZVPD basis
O -1.88 -0.74 0.39
N 0.28 0.50 0.73
N 1.07 -1.40 -0.38
C -1.01 0.23 0.21
C 1.31 -0.26 0.13
C -0.59 1.37 -0.22
H 2.30 0.20 0.23
H -2.74 -0.47 0.04
H -0.67 2.42 -0.41
H 1.93 -1.85 -0.70
```